{"formula": "H3S3", "method": "the ωB97M-V functional and the def2-TZVPD basis", "gap_ev": 6.1, "e_lumo_ev": 3.58, "e_homo_ev": -2.48, "energy_ev": -32555.7438, "molar_mass_g_mol": 99.22, "relative_energy_kcal_mol": 2.2, "charge": -1, "species": ["S", "H", "S", "S", "H", "H"], "positions_angstrom": [[1.631, 0.623, 0.285], [1.074, 0.726, 1.482], [-1.677, -1.775, 0.518], [0.024, 1.234, -0.884], [-1.814, -2.341, -0.683], [-1.308, -0.549, 0.057]], "atomic_forces_ev_per_a": [[0.205, -0.049, -0.411], [-0.124, 0.020, 0.547], [-0.231, -0.267, 0.459], [-0.191, -0.005, -0.076], [0.060, 0.155, -0.149], [0.281, 0.145, -0.370]]}


{"formula": "H3S3", "method": "the ωB97M-V functional and the def2-TZVPD basis", "gap_ev": 6.6, "e_lumo_ev": 3.32, "e_homo_ev": -3.29, "energy_ev": -32555.1519, "molar_mass_g_mol": 99.22, "relative_energy_kcal_mol": 15.8, "charge": -1, "species": ["S", "S", "H", "H", "S", "H"], "positions_angstrom": [[2.048, -1.074, -0.171], [0.176, -1.618, 0.682], [1.513, -0.597, -1.304], [-0.433, -0.322, 0.324], [-1.337, 1.238, 0.061], [-1.967, 2.373, 0.409]], "atomic_forces_ev_per_a": [[-0.565, -0.203, 0.262], [0.322, 0.977, -0.809], [0.124, -0.040, -0.064], [0.468, -1.244, 1.102], [-0.508, 0.604, -0.711], [0.159, -0.093, 0.219]]}


{"formula": "H41O20", "method": "the ωB97M-V functional and the def2-TZVPD basis", "gap_ev": 10.6, "e_lumo_ev": -2.44, "e_homo_ev": -13.07, "energy_ev": -41609.5036, "molar_mass_g_mol": 361.31, "relative_energy_kcal_mol": 53.5, "charge": 1, "species": ["O", "H", "O", "H", "H", "O", "H", "H", "O", "H", "H", "O", "H", "H", "O", "H", "H", "O", "H", "H", "O", "H", "H", "O", "H", "H", "O", "H", "H", "O", "H", "H", "O", "H", "H", "O", "H", "H", "O", "H", "H", "O", "H", "H", "O", "H", "H", "O", "H", "H", "O", "H", "H", "O", "H", "H", "O", "H", "H", "H", "H"], "positions_angstrom": [[4.328, -0.391, 3.979], [0.900, -3.734, -2.357], [-3.117, -1.305, -1.973], [-3.356, -0.704, -2.679], [-2.977, -2.217, -2.167], [-2.431, -1.544, 1.624], [-2.857, -1.830, 0.804], [-1.676, -1.001, 1.359], [-1.599, -5.028, 0.553], [-2.324, -4.619, 1.040], [2.814, 4.048, 1.242], [0.884, 1.732, 0.625], [-4.117, 3.194, -1.690], [-1.011, -5.483, 1.168], [-3.323, 2.837, -2.119], [1.599, 1.021, -0.220], [-3.585, 3.228, -2.975], [2.629, 0.494, -0.536], [3.177, 0.180, 0.231], [-4.659, -3.941, 0.345], [1.498, 3.423, -2.372], [2.327, 3.138, -1.975], [1.810, 4.106, -2.975], [-1.864, 3.173, 1.173], [-1.177, 3.512, 0.577], [1.376, 2.429, 1.108], [0.784, 4.591, 0.384], [0.755, 4.981, 1.266], [0.391, 5.355, -0.061], [-0.848, 2.717, -1.326], [-0.637, 3.067, -2.200], [2.341, -0.259, -1.126], [2.562, -4.252, -2.442], [2.713, -4.140, -3.395], [3.198, -3.624, -2.081], [-0.104, -0.755, 0.510], [-0.296, -1.038, -0.388], [0.527, -0.013, 0.548], [0.066, -3.212, -2.242], [4.985, 0.115, 4.476], [-0.666, -3.731, -2.583], [3.015, 3.134, 1.482], [-1.802, 2.475, -1.375], [4.610, -1.321, 3.967], [1.762, -1.836, -1.152], [1.331, -2.358, -0.460], [1.389, -1.974, -2.065], [-4.200, 1.976, 0.663], [-3.823, 1.184, 1.081], [-4.094, 2.653, 1.341], [-4.522, -4.026, -0.610], [3.872, 2.866, 1.166], [-4.383, -3.154, -0.992], [1.024, -2.336, 2.944], [1.216, -2.973, 2.237], [0.265, -1.829, 2.639], [2.646, -0.474, 1.973], [3.121, -0.162, 2.785], [2.090, -1.144, 2.487], [0.062, 1.909, 0.126], [-2.613, 2.869, 0.632]], "atomic_forces_ev_per_a": [[0.466, -0.186, 0.373], [-0.765, -0.099, 0.167], [0.063, 1.108, 1.777], [-0.012, -0.714, -0.494], [0.077, -0.509, -1.201], [-0.621, -0.173, 0.162], [0.260, 0.222, 0.122], [0.055, -0.067, -0.284], [0.192, 0.075, -0.318], [0.351, -0.229, 0.144], [0.512, -0.147, -0.288], [-0.150, -1.732, -1.052], [0.281, -0.641, 1.153], [-0.418, 0.173, 0.141], [-1.984, 1.081, -1.100], [1.893, 0.835, 1.487], [1.075, -0.547, -0.240], [-0.638, 0.786, -1.198], [-1.196, -0.307, -0.080], [-0.070, 0.297, -0.426], [0.519, 0.255, -0.333], [-0.106, -0.243, 0.269], [-0.187, 0.098, -0.195], [0.250, 0.197, 0.191], [-0.442, -0.017, 0.009], [-0.132, 0.007, -0.595], [-0.171, 1.045, 0.544], [0.070, -0.410, 0.568], [0.050, -0.375, -0.797], [-0.662, -0.664, 0.110], [0.305, -0.143, 0.289], [0.571, -0.405, 1.077], [0.381, 0.170, -0.822], [-0.085, -0.425, 0.145], [-0.069, 0.003, 0.436], [-0.100, -0.046, 0.590], [0.140, 0.251, -0.208], [-0.557, -0.670, 0.152], [-0.018, -0.327, -0.399], [-0.156, -0.293, -0.065], [0.091, -0.188, -0.019], [-0.944, 0.044, 0.538], [0.799, 0.369, -0.198], [0.000, 0.528, 0.119], [1.138, 0.827, -1.415], [-0.307, 0.136, -0.754], [-0.144, -0.375, 1.877], [0.083, -0.178, 0.099], [-0.193, 0.061, -0.173], [-0.464, -0.032, 0.304], [0.188, -0.324, 0.089], [0.456, 0.243, -0.236], [-0.292, 0.204, 0.418], [0.253, -0.370, -0.017], [-0.304, 0.190, 0.304], [-0.339, -0.153, -0.178], [-0.157, -0.285, 1.712], [0.203, 0.226, -1.078], [0.245, 0.403, -1.318], [0.031, 1.348, 0.259], [0.688, 0.090, -0.143]]}